An isolated molecule of C5H8O2, computed with wB97M-V/def2-TZVPD.

```
15
Properties=species:S:1:pos:R:3:forces:R:3:lowdin_charge:R:1
C -0.23249 1.31337 -0.43597 -0.1425 0.0056 -0.1035 -0.0061
C -0.19361 -0.08189 0.13094 -0.0905 0.0716 -0.1441 -0.4781
O 1.06748 -0.30123 0.78625 0.1097 0.0690 0.0289 0.0286
C 2.19168 0.16760 0.22646 0.2902 -0.0448 -0.3260 -0.3328
O 2.38970 0.43214 -0.93173 0.0230 -0.4010 0.5325 0.0650
C -0.87398 -1.22999 -0.54420 0.1024 -0.1205 -0.2013 -0.0581
C -1.31090 -0.79093 0.83310 -0.0301 0.0999 0.1007 -0.0585
H -1.05070 1.47179 -1.13518 -0.2414 -0.1550 0.1678 0.0895
H 0.69135 1.41003 -1.02431 -0.6574 0.4930 0.2880 0.0703
H -0.30408 2.05142 0.37335 0.1790 -0.0525 -0.2557 0.0972
H 2.94367 0.32067 1.01002 0.0528 -0.2390 0.0304 0.1467
H -1.52287 -0.97721 -1.37979 0.2073 -0.0568 0.1058 0.1082
H -0.35034 -2.17446 -0.63808 -0.0353 0.1049 0.0594 0.1101
H -2.26899 -0.29541 0.96873 0.2057 -0.0074 -0.1326 0.1080
H -1.02844 -1.44906 1.65258 0.0272 0.2330 -0.1503 0.1102
```
Positions in Å, forces in eV/Å.

gap between HOMO and LUMO = 11.20 eV
spin multiplicity = 1
net charge = 0
SMILES string = CC1(OC=O)CC1
ΔE to the lowest compared entry with this formula, charge and spin = 125.89 kJ/mol
lowest unoccupied orbital energy = 1.03 eV


C16H31HgNP2S as an isolated structure, computed with wB97M-V/def2-TZVPD.

```
52
Properties=species:S:1:pos:R:3:forces:R:3:lowdin_charge:R:1
P -0.15771 1.43793 -1.07645 2.4444 0.5271 -2.4426 0.8813
P -1.11968 -2.02254 -1.44785 3.0568 -2.3319 -1.4534 0.7202
C 0.73991 0.06669 -2.06758 -0.3874 -0.0183 0.0622 -0.4100
C -0.16084 -1.00946 -2.68154 -0.3805 -0.6955 0.1246 -0.4361
H 1.47830 -0.37410 -1.36871 -0.3162 0.2180 -0.2834 0.0698
H 1.31232 0.52683 -2.89009 -0.2638 -0.1506 0.3724 0.0711
H -0.94583 -0.54661 -3.29149 0.3057 -0.0309 -0.2920 0.0625
H 0.42058 -1.71230 -3.29517 -0.1417 0.2513 -0.0358 0.0905
C 0.27424 -2.93419 -0.63462 -0.1867 0.2913 0.5426 -0.2378
H -0.14091 -3.52621 0.20289 0.3395 0.2974 -0.3278 0.0664
H 1.02852 -2.21747 -0.26888 -0.3514 -0.4841 -0.0810 0.0055
H 0.73558 -3.62395 -1.37451 -0.3634 0.5614 0.3961 0.0617
C -1.80037 -3.50489 -2.34182 -0.4769 0.5477 -0.0865 -0.2392
H -0.97359 -4.15950 -2.69893 -0.4630 0.6885 0.2335 0.0577
H -2.41874 -3.15919 -3.18958 0.1642 -0.3587 0.3873 0.0535
H -2.44162 -4.07223 -1.63677 0.1334 0.3437 -0.3632 0.0090
C 1.24319 2.68221 -1.61203 0.1260 0.2299 0.5615 -0.2602
H 0.85785 3.71207 -1.55946 -0.0331 -0.3008 0.1466 0.0455
H 1.57218 2.52605 -2.66228 -0.5205 -0.1588 0.6066 0.0442
H 2.14237 2.65439 -0.97743 -0.4506 -0.2320 -0.1769 0.0196
C -1.29996 2.22483 -2.28267 -0.1101 -0.1942 -0.0482 -0.3253
H -1.98636 1.47271 -2.68071 -0.2033 0.3662 -0.1713 0.0030
H -0.76937 2.76135 -3.08160 -0.3013 -0.3394 0.1206 0.0447
H -1.85132 2.94645 -1.66606 -0.1454 -0.1143 -0.3641 0.0451
Hg -2.48970 -0.35165 -0.64949 -3.4817 -0.2377 1.8432 0.9206
C 1.87493 -0.63917 1.95883 0.4959 -0.8450 0.4407 -0.1059
C 3.17907 -0.47247 2.25037 -0.3725 -0.0927 -0.2322 -0.1116
C 3.89191 0.72391 2.78746 -0.3051 0.2900 0.5285 -0.2038
C 3.01366 1.96236 2.95126 0.2933 -0.1962 -0.0563 -0.1962
C 2.40918 2.49127 1.68560 -0.7223 0.5110 0.0067 -0.1159
C 1.09384 2.42351 1.46467 -0.1005 -0.3497 -0.3356 -0.1881
C 0.15200 1.43428 2.08860 -0.4658 0.1656 1.0749 -0.2464
C 0.61084 0.00040 2.51739 -0.3543 0.2059 -0.4319 -0.1669
C -4.57854 0.10550 -0.08025 0.1831 1.4145 -0.0169 -0.3005
H 1.64239 -1.57429 1.42596 0.2703 0.3015 0.5314 0.0630
H 3.86488 -1.31316 2.11400 -0.2883 0.1230 -0.6639 0.1027
H 4.73264 0.96048 2.11992 -0.0866 -0.1272 0.1053 0.1169
H 4.32066 0.48744 3.76882 0.1521 -0.0700 -0.1134 0.1147
H 2.21227 1.76462 3.68382 0.3927 0.1403 -0.2249 0.1173
H 3.64625 2.77811 3.33673 -0.2571 -0.2422 0.1350 0.1188
H 3.04159 3.08572 1.02015 -0.1496 0.1377 0.3894 0.1031
H 0.56449 3.08524 0.76696 0.7091 -0.2664 0.0541 0.0701
H -0.73124 1.32196 1.43950 0.4826 0.2317 0.3922 0.0249
H -0.21563 1.88951 3.01201 -0.2836 0.0896 0.0494 0.1095
H 0.62974 -0.01902 3.63489 0.1035 -0.2544 -0.9233 0.1208
H -0.20974 -0.68086 2.17141 0.5483 0.5061 0.6644 0.1036
H -5.36903 -0.46702 -0.60072 0.9621 -0.0463 -0.0726 -0.0131
H -4.71469 1.18028 -0.31180 -0.2104 -0.5232 0.2823 -0.0498
H -4.70676 -0.07763 1.00207 0.4450 0.0576 -0.6024 -0.0311
S -5.18290 -4.29867 -0.65160 -0.3341 -0.4773 -0.7791 0.3797
C -4.47627 -3.32431 0.43380 1.5359 1.7832 2.2323 -1.1225
N -3.94458 -2.62519 1.24300 -0.6372 -1.1424 -1.7047 -0.0565
```
Positions in Å, forces in eV/Å.

gap between HOMO and LUMO = 5.83 eV
spin multiplicity = 1
net charge = 0
ΔE to the lowest compared entry with this formula, charge and spin = 128.77 kJ/mol
lowest unoccupied orbital energy = -0.84 eV


An isolated molecule of C4H7N, computed with wB97M-V/def2-TZVPD.

```
12
Properties=species:S:1:pos:R:3:forces:R:3:lowdin_charge:R:1
C -0.59169 -1.44202 -1.66743 -0.7605 -0.5522 -0.8847 0.1528
C -0.52091 -0.75472 -0.71170 1.3274 -1.3314 -0.0704 -0.1535
C 0.17210 -0.12966 0.31989 -1.6345 3.9046 0.9552 -0.5057
C -0.80982 1.10207 0.61828 -0.9518 1.1641 1.0814 -0.0713
N 1.53759 0.16091 0.05190 2.8636 -0.8631 -2.2909 0.0299
H -0.73467 -2.12593 -2.41447 -0.3685 -0.9926 -1.5050 0.0095
H 0.16237 -0.55577 1.24303 -0.6923 -2.4057 2.3551 0.0975
H -0.50438 2.05825 0.07570 -0.6473 -1.3660 0.5991 0.0900
H -0.94685 1.31384 1.72574 1.0456 0.0493 -1.0342 0.0686
H -1.91019 0.78893 0.45426 1.8041 0.5198 -0.6262 0.0892
H 2.11698 0.15946 0.88369 -0.3637 0.1711 0.1371 0.0687
H 2.02947 -0.57536 -0.57890 -1.6220 1.7021 1.2833 0.1242
```
Positions in Å, forces in eV/Å.

gap between HOMO and LUMO = 10.12 eV
spin multiplicity = 1
net charge = 0
SMILES string = C#C[C@H](C)N
ΔE to the lowest compared entry with this formula, charge and spin = 318.03 kJ/mol
lowest unoccupied orbital energy = 0.99 eV


An isolated molecule of C4H8FN, computed with wB97M-V/def2-TZVPD.

```
14
Properties=species:S:1:pos:R:3:forces:R:3:lowdin_charge:R:1
F 2.55608 0.38200 -0.20442 0.4834 0.2421 -0.3489 -0.0263
C 1.51359 -0.40015 0.21409 -0.8013 -0.9052 0.5663 -0.2114
C 0.25951 -0.09719 -0.54124 2.6950 -0.2591 -0.4637 -0.3464
C -0.95990 -0.82661 -0.13832 -0.9541 -3.4935 1.3379 -0.2359
N -1.65627 0.40335 -0.11011 -1.3986 2.8461 0.9992 -0.0365
C -0.35399 1.15910 -0.07299 -1.4631 1.4983 1.3882 -0.1508
H 1.28989 -0.10474 1.26188 0.5598 -0.8410 -0.2998 0.1238
H 1.73058 -1.46937 0.04593 0.4570 0.3576 0.5473 0.1324
H 0.47077 -0.15390 -1.57435 0.1023 0.0699 -1.3220 0.1400
H -0.84491 -1.32972 0.86218 0.1320 0.5087 -0.3536 0.1253
H -1.40546 -1.66639 -0.74216 0.4818 1.0178 -0.0359 0.1249
H -2.30517 0.62194 0.66635 0.4997 -0.5341 -0.7240 0.1164
H -0.36108 2.09691 -0.64373 0.1512 -0.4051 -0.0343 0.1131
H 0.06636 1.38475 0.97690 -0.9450 -0.1026 -1.2566 0.1316
```
Positions in Å, forces in eV/Å.

gap between HOMO and LUMO = 10.13 eV
spin multiplicity = 1
net charge = 0
SMILES string = FCC1CNC1
ΔE to the lowest compared entry with this formula, charge and spin = 139.62 kJ/mol
lowest unoccupied orbital energy = 1.12 eV


An isolated molecule of C4H9BO2, computed with wB97M-V/def2-TZVPD.

```
16
Properties=species:S:1:pos:R:3:forces:R:3:lowdin_charge:R:1
C -1.80316 0.41681 -0.40772 1.5261 0.6666 -0.1138 -0.0164
B -0.29551 0.86605 -0.20396 0.9136 -0.7881 0.2186 -0.3113
C 0.12889 2.42773 -0.26969 -1.8532 -2.2025 0.6751 -0.0183
O 0.78260 -0.15407 0.13517 -1.8726 1.7667 -0.9652 0.0608
C 0.65752 -1.48029 -0.16296 -1.1458 0.0331 -0.9603 -0.5521
C 1.46679 -2.28489 0.78014 2.8756 0.0746 1.8331 -0.0066
O -0.08815 -1.90179 -1.02244 0.9104 0.2627 0.5421 0.0884
H -2.44228 1.00929 0.26668 0.0938 -0.6318 0.1576 0.0710
H -1.80368 -0.69363 -0.34281 -1.0482 1.0497 -0.3890 0.0621
H -2.01032 0.93642 -1.38351 -0.1120 -1.2376 0.3454 0.0911
H 0.98337 2.52248 -0.92587 0.5177 0.6735 0.6268 0.0594
H 0.10883 2.63189 0.82371 1.2089 0.4340 -0.5563 0.0816
H -0.75084 2.98895 -0.61303 0.3965 -0.0940 -0.3265 0.0556
H 2.16450 -1.48621 1.28388 -0.9795 -1.8689 -0.8565 0.1170
H 0.78911 -2.59002 1.59962 0.2489 -0.1209 -0.4410 0.0912
H 2.11232 -3.20871 0.44280 -1.6802 1.9828 0.2099 0.1264
```
Positions in Å, forces in eV/Å.

gap between HOMO and LUMO = 10.74 eV
spin multiplicity = 1
net charge = 0
SMILES string = CB(C)OC(C)=O
ΔE to the lowest compared entry with this formula, charge and spin = 157.87 kJ/mol
lowest unoccupied orbital energy = 0.53 eV


An isolated ion of composition C3H9N2O and charge +1, computed with wB97M-V/def2-TZVPD.

```
15
Properties=species:S:1:pos:R:3:forces:R:3:lowdin_charge:R:1
C -0.23547 0.62411 1.64416 0.2485 -0.1488 0.0458 0.0009
C 0.38973 0.08765 0.38039 -0.1489 -0.0198 -0.1994 -0.6441
N -0.08435 1.30466 -0.81662 -0.2045 0.1922 -0.0412 0.2143
O 1.62252 -0.12847 0.24598 0.0314 -0.1232 0.2837 0.0275
C -0.06717 -1.27459 -0.09176 0.7490 -0.0686 -0.0406 0.0327
N -0.06848 -1.72405 -1.30906 -0.1348 0.1350 0.1072 0.2051
H -1.31511 0.68220 1.56100 -0.2146 0.0935 0.0091 0.0966
H 0.18939 1.59271 1.89768 0.0204 0.0793 -0.0214 0.1017
H 0.02030 -0.05347 2.45809 -0.0188 -0.0390 0.0005 0.1061
H -0.40637 2.12293 -0.29696 0.0098 -0.0667 -0.2149 0.1287
H 0.78257 1.55294 -1.30132 -0.1771 -0.1268 0.0593 0.1442
H -0.81156 1.04306 -1.48284 0.0818 0.2071 0.0286 0.1287
H -0.06777 -2.00973 0.70715 -0.1264 -0.0712 -0.0815 0.1635
H 0.05670 -2.71537 -1.48619 -0.1388 0.1613 -0.0573 0.1537
H -0.00495 -1.10457 -2.10970 0.0231 -0.2041 0.1223 0.1405
```
Positions in Å, forces in eV/Å.

gap between HOMO and LUMO = 9.71 eV
spin multiplicity = 1
net charge = +1
SMILES string = C[C@@]([NH3+])([O-])C=[NH2+]
ΔE to the lowest compared entry with this formula, charge and spin = 236.01 kJ/mol
lowest unoccupied orbital energy = -4.23 eV


C27H24Cl2IrN5O3S2 as an isolated structure, computed with wB97M-V/def2-TZVPD.

```
64
Properties=species:S:1:pos:R:3:forces:R:3:lowdin_spin:R:1
Ir -0.15357 0.30347 -0.43898 -0.3160 0.7510 -0.5322 0.4608
Cl 6.13248 3.39248 1.19874 -0.0032 -0.0128 -0.0312 0.0019
C 4.92683 2.38187 0.49198 0.0165 0.0422 0.0272 0.0030
C 3.62371 2.48146 0.96694 0.0155 0.0507 -0.1117 0.0061
C 2.64119 1.68124 0.40545 -0.2713 -0.0277 -0.0140 0.0190
N 1.30980 1.59882 0.82462 0.4521 0.3820 -0.0892 0.2570
C 0.79181 2.27396 1.84771 -0.0015 -0.5268 0.4224 0.0142
O 1.22319 3.25282 2.44187 0.0684 0.0282 -0.0297 0.0146
C -0.45230 1.58024 2.31933 -0.0733 0.0197 -0.0816 0.0024
C -1.11210 2.01325 3.45398 0.0420 0.0366 0.0209 0.0006
C -2.19600 1.29496 3.91984 -0.0112 -0.0052 0.0136 0.0020
C -2.55987 0.14041 3.24351 -0.0046 -0.0398 0.0270 -0.0003
C -1.85824 -0.22324 2.11452 0.1652 -0.0350 -0.0179 0.0036
N -0.82809 0.48891 1.63379 -0.0006 -0.0995 0.1621 0.0384
C 2.95385 0.77316 -0.61130 -0.2308 -0.0708 -0.1051 0.0077
C 4.25400 0.67854 -1.08208 -0.0463 0.1288 -0.0648 0.0035
C 5.23604 1.49327 -0.52691 0.0570 -0.0221 -0.0430 0.0005
Cl 6.84090 1.36628 -1.14929 -0.0189 0.0129 0.0351 0.0002
N 1.86228 -0.05018 -0.98652 0.4539 0.1395 0.0857 0.0818
C 2.04429 -1.16955 -1.71513 -0.0107 -0.2822 0.3921 0.0027
O 2.99049 -1.48174 -2.41677 -0.0074 0.0272 -0.0595 0.0012
C 0.92542 -2.14678 -1.48591 -0.0599 0.1419 -0.0155 0.0004
C 0.93824 -3.38713 -2.08837 0.0657 -0.0124 0.0576 -0.0008
C -0.07993 -4.27899 -1.80629 -0.0037 -0.0267 0.0068 0.0021
C -1.06478 -3.90023 -0.90693 0.0137 -0.0441 0.0425 -0.0005
C -1.02610 -2.63768 -0.35448 0.2151 0.0265 0.1321 0.0014
N -0.04903 -1.76162 -0.63897 -0.1909 -0.1925 -0.0784 -0.0075
H 3.38741 3.17394 1.75861 -0.0053 -0.0133 0.0106 -0.0004
H -0.73428 2.90055 3.94318 -0.0145 0.0089 -0.0100 0.0007
H -2.74029 1.61680 4.79725 0.0123 -0.0088 0.0071 0.0001
H -3.38022 -0.47876 3.57671 0.0063 0.0011 0.0059 0.0000
H -2.12192 -1.11868 1.57808 -0.0960 0.0855 0.0052 0.0001
H 4.51719 -0.01252 -1.86427 -0.0036 -0.0086 0.0027 0.0002
H 1.76082 -3.61173 -2.75306 -0.0129 0.0029 -0.0122 -0.0001
H -0.10374 -5.25529 -2.27115 0.0029 -0.0037 0.0120 0.0001
H -1.86716 -4.56892 -0.63067 -0.0031 0.0042 -0.0098 -0.0001
H -1.78348 -2.32111 0.33782 -0.0675 -0.0263 -0.1126 0.0005
S -2.45773 0.12347 -0.86929 -0.2581 0.2144 -0.2178 0.0310
C -1.87145 0.13913 -2.51225 0.1541 0.0112 0.0246 0.0049
C -2.56081 0.04070 -3.71265 -0.0058 0.0242 0.1141 -0.0005
C -1.82291 0.03944 -4.87637 0.0590 0.0161 -0.0568 0.0022
C -0.42926 0.13508 -4.83160 -0.0608 0.0303 -0.0654 -0.0003
C 0.19614 0.24220 -3.61471 -0.0941 0.0674 0.1463 0.0019
N -0.52852 0.24864 -2.48031 -0.0815 -0.4551 -0.1231 0.0006
H -3.63929 -0.02484 -3.71139 0.0032 -0.0175 -0.0019 0.0000
H -2.32507 -0.03528 -5.83197 0.0020 -0.0052 0.0033 0.0001
H 0.16225 0.12955 -5.73520 -0.0009 0.0003 0.0025 0.0000
H 1.26964 0.32170 -3.52266 0.0163 -0.0257 0.0130 -0.0001
C -0.74184 5.44764 -0.79826 0.0133 0.0056 0.0000 0.0016
C -0.40764 4.16935 -0.04352 -0.0619 -0.1494 0.1030 0.0046
S -0.48889 2.75664 -1.16255 -0.0037 -0.3643 -0.0389 0.0239
O -1.71565 2.89660 -1.96166 0.2109 0.0530 -0.0112 0.0087
C 0.98568 3.07038 -2.20111 0.0003 0.0748 0.0837 0.0029
C 0.61885 3.66564 -3.55755 -0.0015 0.0035 0.0078 0.0005
H -0.96145 6.22623 -0.06929 0.0406 0.0206 -0.0111 0.0004
H -1.61340 5.31881 -1.43708 -0.0200 -0.0089 0.0367 0.0001
H 0.09794 5.78264 -1.40630 -0.0058 -0.0104 -0.0091 0.0000
H -1.12869 3.95692 0.74738 -0.0406 0.0152 -0.0281 0.0001
H 0.58788 4.17543 0.39630 -0.0216 0.0676 0.0195 -0.0002
H 1.49445 2.11419 -2.28080 -0.0141 0.0078 -0.0124 -0.0002
H 1.62843 3.71724 -1.60426 0.0266 -0.0133 -0.0230 0.0002
H -0.44301 3.53809 -3.77040 0.0123 -0.0303 -0.0057 0.0001
H 1.18483 3.16971 -4.34453 0.0249 0.0333 0.0002 0.0001
H 0.84387 4.72919 -3.59414 -0.0265 0.0031 -0.0004 0.0000
```
Positions in Å, forces in eV/Å.

gap between HOMO and LUMO (alpha / beta) = 6.56 / 5.51 eV
spin multiplicity = 2
net charge = +1
ΔE to the lowest compared entry with this formula, charge and spin = 125.37 kJ/mol
lowest unoccupied orbital energy (alpha / beta) = -3.65 / -4.63 eV


A 2-piece molecular cluster, C4H13N2 overall, computed with wB97M-V/def2-TZVPD.

```
19
Properties=species:S:1:pos:R:3:forces:R:3:lowdin_charge:R:1
C -1.97145 -0.09230 0.61145 -0.0594 -1.5807 1.3315 -0.0694
C 0.64795 1.83484 -0.09210 -1.9042 -4.0352 2.6658 0.0952
C -1.01297 -0.53777 -0.50300 -1.7456 1.2943 -0.5632 -0.2205
C 0.37837 -0.36896 -0.04322 1.9643 5.3413 -1.0943 -0.4208
N 0.83954 -0.88712 1.14642 2.1988 0.7300 -1.9719 0.1377
N 1.39657 -0.71469 -1.08622 2.6932 3.0968 -0.6256 0.2104
H -1.89811 0.99462 0.67896 -0.6028 -0.2694 0.1541 0.0627
H -1.48745 -0.52161 1.52897 -1.2051 0.6774 -0.2802 0.0734
H -3.04410 -0.50593 0.59097 1.7639 0.8493 -0.3611 0.1239
H 0.59938 2.28066 -1.05304 0.0985 0.2185 -0.7199 0.0231
H 1.50535 1.91321 0.55177 0.6971 0.2816 -0.3334 0.0206
H -0.23370 1.95943 0.58699 0.7807 0.4262 -1.0691 0.0328
H -1.17618 -1.53641 -0.82756 -0.3852 -1.1856 -0.2047 0.1098
H -1.30624 0.14508 -1.34595 1.0119 -0.8000 0.3096 0.1402
H 0.10542 -1.19740 1.64158 -2.5896 -1.4696 2.7535 0.0374
H 1.52521 -0.36856 1.67968 -0.1902 -0.0071 -0.0708 0.1244
H 1.61860 -1.65570 -1.08126 0.6489 -2.9826 0.5760 0.1217
H 1.15286 -0.56148 -2.05880 -0.5328 0.7484 -0.1963 0.1657
H 2.36094 -0.17990 -0.92563 -2.6421 -1.3336 -0.3002 0.2318
```
Positions in Å, forces in eV/Å.

gap between HOMO and LUMO = 9.48 eV
spin multiplicity = 1
net charge = +1
ΔE to the lowest compared entry with this formula, charge and spin = 366.62 kJ/mol
lowest unoccupied orbital energy = -3.56 eV